No. 1
The following is a quantum chemistry calculation of 3 unconnected molecules or ions with the total composition C17H25N3O7S, from the Open Molecules 2025 dataset.

Results
HOMO-LUMO gap = 8.6935 eV
LUMO level = -0.4 eV
2S+1 = 1
energy above the lowest of the compared OMol25 structures with the same formula, charge and spin = 2.9759 eV
HOMO = -9.1 eV
net charge = 0
maximum force = 0.0201 Eh/bohr

Each line ends with the Mulliken charge.
Cartesian coordinates (Å):
C 5.348 0.021 2.036  -1.11
C 4.417 0.947 1.224  -0.29
C 3.803 0.306 -0.027  -0.58
O 2.377 0.363 0.021  -0.27
C 1.694 -0.869 -0.142  -0.67
C 0.509 -0.867 0.791  0.93
C 0.659 -1.185 2.152  -0.56
C -0.405 -1.125 3.040  -1.06
C -1.631 -0.732 2.533  0.04
C -1.786 -0.449 1.188  1.43
C -0.736 -0.514 0.300  -0.64
C -3.198 -0.046 0.971  -0.62
O -3.816 -0.088 -0.057  -0.51
N -3.723 0.304 2.256  0.17
C -3.979 1.706 2.563  -0.85
C -2.739 2.594 2.456  -0.55
C -2.444 3.052 1.025  -0.51
S -0.693 3.425 0.700  -0.17
C -2.951 -0.477 3.190  0.00
O -3.358 -0.906 4.231  -0.54
H 5.588 -0.884 1.481  0.34
H 6.285 0.529 2.266  0.31
H 4.905 -0.246 2.995  0.28
H 3.582 1.244 1.859  0.25
H 4.939 1.865 0.958  0.37
H 4.142 -0.723 -0.153  0.37
H 4.110 0.875 -0.908  0.28
H 2.337 -1.717 0.096  0.56
H 1.316 -0.937 -1.162  0.04
H 1.639 -1.456 2.526  0.47
H -0.288 -1.344 4.092  0.49
H -0.878 -0.266 -0.744  0.45
H -4.389 1.768 3.571  0.42
H -4.757 2.077 1.892  0.34
H -2.885 3.482 3.076  0.41
H -1.853 2.100 2.860  0.35
H -2.763 2.321 0.283  0.22
H -2.955 3.988 0.799  0.39
H -0.158 2.366 1.320  0.04
C -3.140 -1.185 -3.314  -0.46
N -2.263 -0.411 -4.235  0.92
O -1.377 -1.011 -4.815  -0.56
O -2.481 0.774 -4.338  -0.54
H -2.816 -2.218 -3.333  0.29
H -3.035 -0.756 -2.322  0.04
H -4.162 -1.083 -3.664  0.31
C 1.480 -2.100 -4.905  -0.75
N 2.656 -2.077 -3.989  0.90
O 2.463 -2.297 -2.809  -0.53
O 3.733 -1.831 -4.484  -0.55
H 0.595 -2.327 -4.324  0.30
H 1.410 -1.120 -5.366  0.28
H 1.672 -2.861 -5.655  0.33

Force components x, y, z for each atom (eV/Å):
0.0 0.4 -0.1
-0.1 -0.3 0.3
0.0 0.5 -0.2
0.1 -0.3 0.3
-0.3 0.4 0.3
0.2 -0.2 0.2
0.0 0.2 -0.2
-0.1 -0.1 0.0
-0.1 0.0 -0.1
0.0 -0.1 0.2
-0.2 -0.1 -0.1
0.1 0.2 0.2
-0.1 0.5 -0.2
0.1 -1.0 -0.3
-0.4 0.4 0.2
0.1 0.4 -0.1
0.3 -0.2 -0.2
0.0 0.2 0.1
0.2 0.1 0.0
0.1 0.5 0.2
0.0 -0.1 0.1
0.1 -0.1 0.0
0.0 -0.2 0.0
0.0 0.1 -0.1
0.0 0.0 -0.1
0.0 -0.1 0.0
0.1 -0.2 -0.1
0.1 0.0 -0.2
0.2 -0.3 -0.1
0.1 0.0 -0.1
0.0 -0.1 0.0
0.1 0.0 0.0
0.0 -0.2 0.0
0.0 -0.1 0.0
0.0 0.0 0.0
-0.1 -0.2 0.1
-0.1 0.0 0.1
-0.1 -0.1 0.0
0.0 -0.1 0.0
0.1 -0.2 0.0
-0.1 0.0 0.1
0.0 0.0 0.0
0.0 0.0 0.0
0.0 0.0 0.0
-0.1 0.1 0.0
0.0 0.1 0.0
0.0 -0.1 0.1
-0.1 0.0 -0.1
0.0 0.0 0.0
0.1 0.0 0.0
0.1 0.0 0.0
0.0 0.0 0.0
0.1 0.0 0.0

***

No. 2
The following is a quantum chemistry calculation of a molecular structure, C17H25N4O4S4Tc, from the Open Molecules 2025 dataset.

Results
HOMO-LUMO gap (spin up / spin down) = 6.0927 / 6.4817 eV
LUMO level (spin up / spin down) = -11.5 / -11.1 eV
2S+1 = 2
energy above the lowest of the compared OMol25 structures with the same formula, charge and spin = 2.4965 eV
<S²> = 0.768
HOMO (spin up / spin down) = -17.6 / -17.6 eV
net charge = +3
maximum force = 0.0130 Eh/bohr

Each line ends with the Mulliken charge.
Cartesian coordinates (Å):
Tc -0.669 -0.538 -0.220  -0.76
C -0.561 1.014 2.680  -1.31
C 0.081 -0.041 1.788  -0.17
S 0.189 -2.543 0.383  -0.14
C 0.021 -3.674 -1.038  -0.68
C -1.362 -3.595 -1.651  -0.65
S -1.815 -1.857 -1.960  0.09
C -3.567 -1.841 -1.449  -0.84
C -3.915 -0.467 -0.930  -0.74
S -2.904 -0.081 0.541  0.04
C -3.230 1.726 0.553  -0.48
C -2.739 2.481 1.770  -0.96
S -0.948 2.620 1.947  -0.03
H 0.037 1.192 3.580  0.52
H -1.482 0.569 3.068  0.71
H 0.113 -0.971 2.362  0.87
H 2.053 -0.441 1.098  0.31
H 0.217 -4.679 -0.662  0.52
H 0.787 -3.449 -1.779  0.32
H -2.112 -4.019 -0.984  0.44
H -1.396 -4.124 -2.603  0.50
H -3.713 -2.605 -0.687  0.50
H -4.174 -2.085 -2.320  0.45
H -4.961 -0.429 -0.625  0.53
H -3.733 0.311 -1.674  0.42
H -4.320 1.785 0.507  0.64
H -2.799 2.118 -0.366  0.29
H -3.166 2.102 2.699  0.41
H -3.088 3.510 1.667  0.50
O 1.927 2.649 -4.570  -0.46
C 2.602 1.540 -4.336  0.42
O 3.594 1.224 -4.918  -0.49
C 2.156 0.665 -3.188  0.18
C 2.817 -0.510 -2.857  -0.37
N 2.170 -1.066 -1.821  -0.37
N 1.128 -0.307 -1.430  0.82
C 1.114 0.737 -2.266  -0.82
C -0.021 1.671 -2.058  1.32
O -0.206 2.689 -2.658  -0.67
O -0.778 1.220 -1.064  -0.30
H 1.137 2.774 -4.022  0.39
H 3.687 -0.958 -3.316  0.58
H 2.417 -1.907 -1.319  0.20
C 2.437 -1.026 3.823  -1.25
C 2.369 0.198 3.010  0.40
N 1.708 0.296 1.735  0.62
C 1.981 1.641 1.261  -0.31
C 2.656 2.278 2.207  -0.69
N 2.871 1.362 3.263  0.13
H 1.979 -1.867 3.306  0.27
H 1.927 -0.871 4.780  0.40
H 3.482 -1.265 4.044  0.47
H 1.592 1.966 0.312  0.49
H 3.023 3.291 2.272  0.43
H 3.385 1.587 4.115  0.31

Force components x, y, z for each atom (eV/Å):
-0.3 -0.5 0.4
0.1 0.0 0.0
-0.2 0.0 -0.1
-0.1 0.3 -0.1
-0.1 0.0 0.0
0.0 0.0 0.0
0.0 0.0 0.0
0.0 0.0 0.0
0.0 0.0 0.0
0.0 0.1 -0.1
-0.1 0.0 0.1
0.0 0.0 0.0
0.1 0.0 0.1
0.0 0.0 0.0
0.0 0.0 -0.1
0.0 0.0 0.0
-0.1 0.1 0.1
0.0 0.0 0.0
0.1 0.1 0.0
0.0 0.0 0.0
0.0 0.0 0.0
0.0 0.0 0.0
0.0 0.0 0.0
0.0 0.0 0.0
0.0 0.0 0.0
0.0 0.0 0.0
0.0 0.0 0.0
0.0 0.0 0.0
0.0 0.0 0.0
0.0 0.0 -0.3
0.3 0.2 0.4
-0.1 -0.1 -0.1
0.0 -0.2 0.0
-0.1 0.1 -0.1
0.0 0.1 0.1
0.1 0.1 0.0
0.0 -0.1 -0.1
0.3 0.1 -0.1
0.0 -0.1 0.0
-0.2 -0.1 0.2
-0.1 0.0 0.1
0.0 0.0 0.0
0.0 0.0 0.0
0.0 0.0 0.0
0.0 -0.1 0.0
0.2 -0.1 -0.1
0.0 0.0 -0.1
0.0 0.2 -0.1
0.0 -0.1 0.1
0.0 0.0 0.0
0.0 0.0 0.0
0.0 0.0 0.0
0.0 0.0 0.0
0.0 0.0 0.0
0.0 0.0 0.0

***

No. 3
The following is a quantum chemistry calculation of a gas-phase ion, C17H26BO3S (charge +1), from the Open Molecules 2025 dataset.

Results
HOMO-LUMO gap = 6.9396 eV
LUMO level = -4.0 eV
2S+1 = 1
HOMO = -10.9 eV
net charge = +1
maximum force = 0.0439 Eh/bohr

Each line ends with the Mulliken charge.
Cartesian coordinates (Å):
C 2.975 -1.230 2.373  -0.60
C 1.654 -1.160 2.793  -0.31
C 0.727 -2.342 2.724  0.63
O 0.988 -3.218 3.472  -0.43
O -0.378 -2.371 1.917  -0.33
C -0.140 -3.054 0.667  -0.99
C 0.934 -2.329 -0.145  0.89
C 0.796 -2.479 -1.659  -1.42
C -0.494 -1.876 -2.253  -0.42
C -0.403 -0.424 -2.750  -1.11
C 0.504 0.544 -1.968  -0.50
S -0.394 1.930 -1.149  -0.16
B 0.696 2.425 0.376  0.23
O 0.898 1.528 1.376  -0.19
C 1.314 3.843 0.368  -0.33
C 2.859 3.695 0.603  -1.02
C -1.965 1.379 -0.554  0.24
C -2.094 0.120 0.022  0.36
C -3.311 -0.366 0.471  -0.92
C -4.427 0.464 0.352  -0.55
C -4.296 1.735 -0.189  -0.67
C -3.080 2.206 -0.655  -0.66
H 3.832 -1.314 3.036  0.30
H 3.202 -1.214 1.306  0.20
H 1.282 -0.220 3.199  0.43
H 0.166 -4.072 0.912  0.48
H -1.110 -3.084 0.177  0.39
H 1.894 -2.772 0.134  0.68
H 0.970 -1.296 0.207  -0.72
H 0.780 -3.546 -1.880  0.46
H 1.655 -2.034 -2.166  0.45
H -1.326 -2.044 -1.573  0.28
H -0.738 -2.479 -3.128  0.45
H -1.420 -0.030 -2.784  0.41
H -0.071 -0.425 -3.786  0.46
H 1.174 0.089 -1.246  0.26
H 1.137 1.060 -2.689  0.62
H 1.592 0.897 1.119  0.07
H 1.159 4.354 -0.582  0.29
H 0.918 4.469 1.170  0.38
H 3.073 3.786 1.663  0.34
H 3.181 2.686 0.329  0.25
H 3.423 4.404 0.009  0.31
H -1.216 -0.506 0.122  0.63
H -3.377 -1.359 0.888  0.50
H -5.377 0.086 0.702  0.43
H -5.181 2.353 -0.237  0.40
H -2.983 3.190 -1.095  0.50

Force components x, y, z for each atom (eV/Å):
-0.6 0.1 -0.3
0.7 0.4 -0.7
-0.4 0.9 -1.7
0.1 -0.8 0.6
-0.1 0.4 -0.2
0.1 0.1 0.4
0.3 -0.5 0.1
-0.7 0.3 0.1
0.4 -0.4 -0.2
-0.4 -0.1 0.3
0.0 0.0 -0.2
-0.3 0.5 -1.0
0.2 0.4 1.2
0.2 0.1 -1.0
0.5 0.1 -0.5
-0.6 -0.6 0.2
-0.3 -0.8 0.6
0.6 -0.5 0.2
0.0 0.7 -0.4
0.4 -0.4 0.1
-0.4 0.0 0.1
0.4 0.2 -0.2
0.1 2.1 0.2
0.1 -2.3 0.0
0.1 -0.8 2.1
-0.1 -0.1 -0.2
0.0 0.0 0.0
0.1 0.1 0.1
-0.2 0.1 -0.2
0.2 0.0 -0.1
0.1 -0.2 0.0
-0.1 0.3 0.1
-0.1 0.1 -0.1
0.0 0.1 -0.1
0.2 0.0 0.0
-0.2 -0.2 0.1
0.0 0.3 0.1
-0.2 -0.4 0.6
-0.2 0.1 0.1
-0.2 0.0 -0.1
0.2 0.2 0.0
0.3 0.1 -0.1
0.0 0.1 0.1
0.0 0.0 0.1
0.0 0.0 0.1
-0.1 0.2 -0.1
0.1 0.2 -0.1
-0.1 0.0 0.0

***

No. 4
The following is a quantum chemistry calculation of a molecular structure, C17H26ClIrO2P2, from the Open Molecules 2025 dataset.

Results
HOMO-LUMO gap (spin up / spin down) = 5.6568 / 4.6253 eV
LUMO level (spin up / spin down) = -9.8 / -13.9 eV
2S+1 = 6
energy above the lowest of the compared OMol25 structures with the same formula, charge and spin = 0.0000 eV
<S²> = 8.805
HOMO (spin up / spin down) = -15.5 / -18.5 eV
net charge = +3
maximum force = 0.0983 Eh/bohr

Each line ends with the Mulliken charge.
Cartesian coordinates (Å):
C -1.436 3.280 -4.160  -1.10
C -1.163 2.694 -2.859  0.58
H -1.844 4.304 -4.015  0.36
H -2.122 2.627 -4.722  0.31
H -0.491 3.309 -4.734  0.31
O -1.265 3.011 -1.706  -0.61
Cl -0.277 0.382 -2.975  -0.30
Ir -0.519 1.139 -0.775  3.16
P -2.380 -0.291 -0.549  0.43
C -3.194 -0.205 1.066  -1.23
C -3.621 0.179 -1.788  -1.28
H -4.610 -0.145 -1.447  0.48
H -2.900 -2.661 -0.589  0.49
H -3.399 -0.304 -2.743  0.41
H -1.788 -2.186 -1.923  0.42
H -3.237 0.832 1.415  0.39
H -3.644 1.261 -1.921  0.34
C -2.042 -2.040 -0.868  -0.86
H -4.210 -0.613 1.010  0.49
H -1.185 -2.339 -0.260  -0.05
H -2.616 -0.773 1.799  0.31
P 1.861 1.343 -0.670  0.40
C 2.475 1.945 0.928  -1.06
C 2.737 -0.198 -1.039  -1.02
H 2.408 2.032 -2.916  0.41
H 3.377 2.901 -1.669  0.48
H 1.672 3.367 -1.999  0.33
C 2.378 2.532 -1.941  -1.23
H 2.567 -0.473 -2.087  0.41
H 3.805 -0.053 -0.838  0.48
H 3.510 2.293 0.796  0.51
H 2.420 1.130 1.660  0.17
H 2.345 -0.982 -0.384  0.17
H 1.835 2.762 1.288  0.38
C -0.867 2.150 0.787  -0.12
O -1.072 2.778 1.708  -0.31
C 0.059 -0.303 0.359  -1.86
C 0.462 -1.147 1.187  0.28
C 0.896 -2.004 2.226  0.71
C 0.856 -3.422 2.078  0.09
C 1.312 -4.306 3.051  -0.62
C 1.856 -3.789 4.254  -0.46
C 1.920 -2.386 4.448  -0.61
C 1.435 -1.529 3.461  0.07
H 0.442 -3.800 1.145  0.50
H 1.252 -5.394 2.888  0.45
H 2.219 -4.472 5.020  0.46
H 2.333 -1.987 5.390  0.45
H 1.448 -0.449 3.614  0.49

Force components x, y, z for each atom (eV/Å):
-0.3 1.2 0.0
-0.1 0.3 -1.6
0.1 -0.5 -0.4
0.2 0.2 0.2
-0.3 0.0 0.2
-0.7 1.5 0.1
0.4 -1.1 -0.7
1.5 -3.5 -0.6
-1.6 -1.3 -0.2
0.4 0.3 0.2
0.1 0.3 -0.1
0.1 0.0 0.1
0.0 0.2 -0.2
0.1 0.1 0.1
-0.1 0.0 0.2
-0.2 -0.1 -0.1
-0.1 0.0 0.0
0.3 -0.1 0.0
0.2 0.1 -0.1
-0.3 -0.1 -0.2
-0.1 0.0 -0.1
1.3 0.1 -0.2
-0.5 -0.1 0.0
-0.1 0.0 0.0
0.0 0.1 0.2
-0.2 0.0 -0.1
0.2 0.0 0.1
-0.3 0.0 0.0
0.1 0.1 0.2
-0.1 0.0 -0.2
-0.3 -0.1 0.1
0.2 0.2 -0.2
0.3 0.1 -0.2
0.3 0.0 -0.1
-1.4 4.1 2.6
0.4 -1.1 -0.2
1.0 -2.0 1.7
-0.8 1.6 -0.6
0.8 -1.3 1.3
-1.0 2.3 -1.9
1.3 -0.8 2.7
-0.2 0.3 -0.5
0.5 -2.7 1.4
-1.1 1.6 -2.6
0.1 -0.1 0.2
0.0 0.6 0.1
-0.1 0.2 -0.1
-0.2 -0.2 -0.6
0.1 -0.3 0.1

***

No. 5
The following is a quantum chemistry calculation of 3 unconnected molecules or ions with the total composition C17H26ClN2O3, from the Open Molecules 2025 dataset.

Results
HOMO-LUMO gap = 6.6712 eV
LUMO level = -5.0 eV
2S+1 = 1
energy above the lowest of the compared OMol25 structures with the same formula, charge and spin = 4.4139 eV
HOMO = -11.7 eV
net charge = +1
maximum force = 0.1077 Eh/bohr

Each line ends with the Mulliken charge.
Cartesian coordinates (Å):
C -2.872 -0.416 -5.164  -0.55
C -2.384 -1.560 -4.411  -0.69
C -1.329 -1.225 -3.252  1.13
C -1.797 -0.252 -2.173  -0.67
C -0.672 -0.050 -1.136  0.86
C -0.809 0.868 0.158  -0.91
C 0.627 -0.792 -1.426  -0.44
N 0.968 -1.663 -2.456  -0.91
N -0.064 -1.816 -3.271  0.76
C 0.215 -2.794 -4.391  -0.77
C 0.564 -2.021 -5.776  0.56
O 1.213 -0.965 -5.807  -0.41
Cl -0.094 -2.763 -7.336  -0.14
H -2.182 0.159 -5.878  0.26
H -3.954 -0.067 -5.046  0.29
H -2.714 -2.624 -4.663  0.34
H -2.815 0.237 -2.115  0.36
H -1.899 1.233 0.254  0.19
H -0.632 0.200 1.085  0.32
H -0.140 1.789 0.165  0.34
H 1.470 -0.623 -0.655  0.30
H 1.177 -3.397 -4.168  0.37
H -0.601 -3.578 -4.512  0.41
C -3.440 3.664 3.927  -0.54
C -3.720 2.178 3.927  -0.57
C -3.122 1.743 2.604  -0.46
O -2.025 2.627 2.333  -0.31
C -2.085 3.729 3.251  -0.50
H -3.442 4.112 4.921  0.33
H -4.187 4.182 3.316  0.27
H -3.184 1.700 4.754  0.28
H -4.779 1.930 4.019  0.34
H -3.846 1.847 1.788  0.30
H -2.766 0.710 2.624  0.30
H -1.274 3.605 3.977  0.29
H -1.929 4.666 2.712  0.27
C 5.011 -1.217 3.069  -0.54
C 5.407 -0.836 1.660  -0.59
C 4.246 -1.376 0.849  -0.34
O 3.085 -1.313 1.691  -0.37
C 3.507 -1.034 3.035  -0.44
H 5.495 -0.615 3.839  0.33
H 5.256 -2.268 3.252  0.26
H 5.451 0.254 1.570  0.28
H 6.370 -1.243 1.349  0.34
H 4.406 -2.425 0.576  0.27
H 4.070 -0.801 -0.064  0.28
H 3.228 0.000 3.265  0.27
H 2.988 -1.698 3.729  0.26

Force components x, y, z for each atom (eV/Å):
0.4 -1.4 1.0
0.5 2.2 -0.2
-1.0 0.9 -0.6
5.2 -1.9 0.7
-0.8 -0.9 -2.5
-1.0 -0.9 -0.2
0.3 0.3 0.7
-2.7 3.1 3.0
-1.4 -0.7 -1.6
0.9 -0.9 -1.3
1.3 3.2 0.1
-2.7 -4.4 0.3
0.7 0.5 1.9
-0.6 0.2 2.4
1.1 -1.5 -1.6
-0.5 1.6 1.6
1.5 -0.9 -0.3
1.8 -0.5 -0.3
0.0 1.2 -1.5
-0.7 -1.5 -0.1
-1.4 -0.4 -1.4
-1.5 1.3 0.0
0.9 1.4 0.1
-0.3 0.4 -0.1
0.0 -0.4 0.3
0.0 0.0 -0.3
-0.2 -0.1 0.1
0.4 0.1 0.1
0.0 0.0 -0.1
0.1 0.0 0.1
-0.1 0.0 -0.1
0.1 0.0 0.0
-0.1 -0.1 0.0
0.1 0.1 0.0
0.0 0.1 0.0
0.0 -0.1 -0.1
0.1 -0.4 0.3
0.2 0.4 -0.2
-0.1 -0.3 -0.1
0.2 0.1 -0.1
-0.3 0.2 0.2
-0.1 0.0 -0.1
0.0 0.1 0.0
0.0 -0.1 0.0
-0.1 0.0 0.0
0.1 0.0 -0.1
-0.1 0.0 0.0
0.0 0.0 0.1
-0.1 0.0 -0.1

***

no.,calculated total energy (eV)
1,-47666.4879
2,-77697.2951
3,-35695.1752
4,-56050.1796
5,-39681.7521